(1)
ORCA calculation (ωB97M-V with the def2-TZVPD basis set) on the ion C23H24F4N2O with charge +2.

Charge: +2
Electronic energy: -40122.89074 eV

The geometry in XYZ format:
```
54
C23H24F4N2O ωB97M-V with the def2-TZVPD basis set
C 3.0408 -3.2305 1.8583
C 3.5959 -1.9778 1.2488
C 4.8826 -1.5429 1.5260
C 5.3881 -0.3934 0.9456
C 4.6565 0.3868 0.0509
C 5.2247 1.6483 -0.5801
C 4.3072 2.8691 -0.4010
C 6.6282 1.9720 -0.0773
C 3.3862 -0.0862 -0.2258
O 2.6180 0.6460 -1.1582
C 1.8882 -0.0502 -2.0687
N 0.4484 -0.1431 -1.5977
C -0.2444 -1.2835 -1.7217
C -1.5519 -1.3586 -1.3055
C -2.1463 -0.2344 -0.7377
C -3.5559 -0.2679 -0.2596
C -3.8432 -0.1149 1.0952
C -5.1505 -0.1338 1.5174
N -6.1412 -0.3120 0.6267
C -7.5788 -0.2765 1.0706
F -7.5883 -0.5475 2.3855
F -8.1975 -1.2560 0.4013
C -8.2257 1.1087 0.7943
F -7.2330 2.0283 0.8378
F -8.7620 1.0785 -0.4341
C -5.8969 -0.4506 -0.6925
C -4.6096 -0.4397 -1.1573
C -1.4006 0.9351 -0.6137
C -0.0980 0.9526 -1.0567
C 2.8481 -1.2171 0.3591
H 1.9546 -3.2459 1.7973
H 3.3355 -3.3328 2.8984
H 3.4123 -4.1051 1.3247
H 5.5014 -2.1030 2.2123
H 6.3891 -0.0916 1.2035
H 5.3171 1.4555 -1.6526
H 4.8885 3.7772 -0.5322
H 3.8504 2.8821 0.5873
H 3.5135 2.8883 -1.1432
H 7.3447 1.1936 -0.3287
H 6.9745 2.8806 -0.5649
H 6.6432 2.1463 0.9971
H 2.2340 -1.0699 -2.2289
H 1.8607 0.4940 -3.0108
H 0.2813 -2.1224 -2.1524
H -2.0868 -2.2909 -1.4076
H -3.0652 0.0119 1.8323
H -5.4287 -0.0215 2.5518
H -8.9683 1.3403 1.5569
H -6.7492 -0.5758 -1.3421
H -4.4264 -0.5566 -2.2143
H -1.8261 1.8293 -0.1842
H 0.5307 1.8260 -0.9710
H 1.8301 -1.5184 0.1416
```

Here is what Mulliken gives for the atomic charges, in e: atom 1 (C): -1.6356, atom 2 (C): 0.5183, atom 3 (C): -1.1311, atom 4 (C): -0.6837, atom 5 (C): -0.2833, atom 6 (C): 1.2734, atom 7 (C): -1.1971, atom 8 (C): -1.9923, atom 9 (C): 0.9906, atom 10 (O): -0.3724, atom 11 (C): -0.8952, atom 12 (N): 0.1471, atom 13 (C): -0.2527, atom 14 (C): -0.6610, atom 15 (C): 0.7526, atom 16 (C): 0.5542, atom 17 (C): -0.6701, atom 18 (C): -0.2638, atom 19 (N): 0.0586, atom 20 (C): 0.4150, atom 21 (F): -0.2736, atom 22 (F): -0.2538, atom 23 (C): 0.2525, atom 24 (F): -0.2507, atom 25 (F): -0.2221, atom 26 (C): -0.2861, atom 27 (C): -0.6739, atom 28 (C): -0.5891, atom 29 (C): -0.3412, atom 30 (C): -0.0408, atom 31 (H): 0.3402, atom 32 (H): 0.4131, atom 33 (H): 0.3202, atom 34 (H): 0.4295, atom 35 (H): 0.3978, atom 36 (H): 0.2295, atom 37 (H): 0.4463, atom 38 (H): 0.3347, atom 39 (H): 0.1850, atom 40 (H): 0.4412, atom 41 (H): 0.4424, atom 42 (H): 0.4436, atom 43 (H): 0.5453, atom 44 (H): 0.3367, atom 45 (H): 0.4659, atom 46 (H): 0.5669, atom 47 (H): 0.5523, atom 48 (H): 0.5218, atom 49 (H): 0.3557, atom 50 (H): 0.4758, atom 51 (H): 0.5563, atom 52 (H): 0.5473, atom 53 (H): 0.5272, atom 54 (H): 0.1326

=====

(2)
ORCA calculation (ωB97M-V with the def2-TZVPD basis set) on a cluster of 2 separate species, C2H7S2 in total.

Charge: -1
Electronic energy: -23858.21744 eV

The geometry in XYZ format:
```
11
C2H7S2 ωB97M-V with the def2-TZVPD basis set
C 1.4432 -0.0028 1.0333
S 2.4941 0.4344 -0.3564
H 2.0810 -0.6153 1.6715
H 0.6291 -0.6360 0.6911
H 0.9927 0.7947 1.6179
H 1.5356 0.8468 -1.2335
C -1.7638 -0.1732 -0.5904
S -2.3887 0.2970 -2.2537
H -2.6436 -0.0670 0.0526
H -0.8915 0.3490 -0.1715
H -1.4881 -1.2276 -0.4607
```

Here is what Mulliken gives for the atomic charges, in e: atom 1 (C): -0.6155, atom 2 (S): -0.2575, atom 3 (H): 0.2979, atom 4 (H): 0.1305, atom 5 (H): 0.2995, atom 6 (H): 0.1629, atom 7 (C): -0.6341, atom 8 (S): -0.7535, atom 9 (H): 0.2252, atom 10 (H): -0.0450, atom 11 (H): 0.1896

=====

(3)
ORCA calculation (ωB97M-V with the def2-TZVPD basis set) on an isolated molecule of C5H5N3.

SMILES: C1=Nn2nccc2C1
Charge: 0
Electronic energy: -9733.91303 eV

The geometry in XYZ format:
```
13
C5H5N3 ωB97M-V with the def2-TZVPD basis set
C 1.8705 -0.6402 -0.0151
N 1.0534 -1.6178 0.0172
N -0.1782 -1.0068 0.1205
N -1.4135 -1.5437 -0.0138
C -2.1449 -0.4210 -0.0520
C -1.4965 0.8323 0.0239
C -0.1371 0.4071 0.0760
C 1.3213 0.8046 -0.0085
H 2.9372 -0.8456 -0.1665
H -3.2892 -0.5822 0.0299
H -1.9025 1.7869 -0.0655
H 1.6944 1.4415 0.8740
H 1.6850 1.3849 -0.8201
```

Here is what Mulliken gives for the atomic charges, in e: atom 1 (C): -0.1659, atom 2 (N): -0.7455, atom 3 (N): 1.1418, atom 4 (N): -0.8938, atom 5 (C): -0.0436, atom 6 (C): -0.7405, atom 7 (C): -0.0168, atom 8 (C): -0.2104, atom 9 (H): 0.4131, atom 10 (H): 0.3483, atom 11 (H): 0.4043, atom 12 (H): 0.2257, atom 13 (H): 0.2835

=====

(4)
ORCA calculation (ωB97M-V with the def2-TZVPD basis set) on a structure of composition C30H28N3O2Pt.

Charge: -1
Electronic energy: -43379.93183 eV

The geometry in XYZ format:
```
64
C30H28N3O2Pt ωB97M-V with the def2-TZVPD basis set
Pt 0.3791 0.1702 -0.3720
C 1.3303 4.4738 -0.0896
C -0.1227 4.1955 -0.3580
C -1.0750 5.1461 0.0057
C -2.4214 4.9387 -0.2320
C -2.8289 3.7604 -0.8398
C -1.9107 2.7815 -1.1989
C -2.3908 1.5030 -1.8296
C -0.5508 3.0075 -0.9646
N 0.3782 1.9711 -1.2874
C 1.3621 2.2478 -2.1772
O 1.5578 3.3025 -2.7769
C 2.2047 1.0467 -2.4876
C 3.3522 1.0367 -3.2549
C 3.9752 -0.1884 -3.4749
C 3.4453 -1.3533 -2.9255
C 2.3031 -1.2438 -2.1520
N 1.7176 -0.0722 -1.9827
C 1.6368 -2.3964 -1.4445
O 2.1314 -3.5150 -1.5864
N 0.5356 -2.0381 -0.7418
C -0.2484 -3.1430 -0.2962
C -0.8494 -3.9798 -1.2606
C -0.7212 -3.7107 -2.7367
C -1.6256 -5.0572 -0.8488
C -1.8394 -5.3169 0.4968
C -1.2727 -4.4694 1.4313
C -0.4792 -3.3861 1.0536
C 0.1218 -2.5247 2.1153
H 1.4349 5.2494 0.6703
H 1.8296 4.7947 -1.0040
H 1.8505 3.5769 0.2505
H -0.7434 6.0582 0.4899
H -3.1506 5.6841 0.0616
H -3.8800 3.5933 -1.0476
H -3.4805 1.4798 -1.8656
H -2.0408 0.6352 -1.2709
H -2.0004 1.3915 -2.8445
H 3.7246 1.9713 -3.6503
H 4.8826 -0.2340 -4.0640
H 3.8884 -2.3293 -3.0630
H -0.9150 -2.6571 -2.9565
H -1.4346 -4.3206 -3.2924
H 0.2840 -3.9368 -3.0935
H -2.0715 -5.6961 -1.6042
H -2.4472 -6.1582 0.8088
H -1.4356 -4.6427 2.4898
H -0.3785 -2.6758 3.0720
H 0.0366 -1.4820 1.8525
H 1.1892 -2.7246 2.2431
C 0.0140 1.2930 1.3606
C -0.1338 0.6626 2.7040
C 0.9806 0.3181 3.4663
C 0.8482 -0.2364 4.7337
C -0.4116 -0.4590 5.2736
C -1.5340 -0.1146 4.5274
C -1.3924 0.4372 3.2629
H 0.8872 1.9434 1.3319
H -0.8821 1.8700 1.1416
H 1.9692 0.4792 3.0476
H 1.7349 -0.4868 5.3053
H -0.5184 -0.9030 6.2559
H -2.5259 -0.2707 4.9365
H -2.2730 0.7031 2.6866
```

Here is what Mulliken gives for the atomic charges, in e: atom 1 (Pt): 0.7644, atom 2 (C): -1.7847, atom 3 (C): 1.8329, atom 4 (C): -0.9944, atom 5 (C): -0.7967, atom 6 (C): -1.0221, atom 7 (C): 1.4403, atom 8 (C): -1.1779, atom 9 (C): -0.7651, atom 10 (N): 0.2346, atom 11 (C): 0.1493, atom 12 (O): -0.7507, atom 13 (C): 0.1420, atom 14 (C): -0.5599, atom 15 (C): -0.3073, atom 16 (C): -0.4501, atom 17 (C): 0.0979, atom 18 (N): -0.1327, atom 19 (C): 0.1738, atom 20 (O): -0.7484, atom 21 (N): 0.2582, atom 22 (C): -0.3870, atom 23 (C): 1.3594, atom 24 (C): -1.4388, atom 25 (C): -0.7640, atom 26 (C): -0.8436, atom 27 (C): -0.8763, atom 28 (C): 0.9395, atom 29 (C): -0.6400, atom 30 (H): 0.4511, atom 31 (H): 0.3266, atom 32 (H): 0.2797, atom 33 (H): 0.3733, atom 34 (H): 0.3927, atom 35 (H): 0.3396, atom 36 (H): 0.4057, atom 37 (H): 0.0524, atom 38 (H): 0.2659, atom 39 (H): 0.5017, atom 40 (H): 0.4185, atom 41 (H): 0.5075, atom 42 (H): 0.2141, atom 43 (H): 0.4349, atom 44 (H): 0.2498, atom 45 (H): 0.3096, atom 46 (H): 0.3773, atom 47 (H): 0.3700, atom 48 (H): 0.3678, atom 49 (H): -0.6636, atom 50 (H): 0.3362, atom 51 (C): -0.7075, atom 52 (C): -0.2679, atom 53 (C): 0.1779, atom 54 (C): -0.6426, atom 55 (C): -0.4009, atom 56 (C): -0.6927, atom 57 (C): -0.0326, atom 58 (H): 0.3061, atom 59 (H): 0.1568, atom 60 (H): 0.3530, atom 61 (H): 0.3526, atom 62 (H): 0.3561, atom 63 (H): 0.3524, atom 64 (H): 0.4258

=====

Computed maximum force (Eh/bohr) in order:
0.01541, 0.01623, 0.08694, 0.03424
Computed HOMO level (eV) in order:
-13.2, -2.1, -9.1, -4.5